1.
# C13H30CuN2O3PS3

A structure of composition C13H30CuN2O3PS3 (ωB97M-V/def2-TZVPD, the OMol25 dataset).

gap between HOMO and LUMO = 0.2842 hartree
energy relative to the best compared isomer or geometry (same formula, charge and spin) = 0.451 eV
energy = -109528.4410 eV
LUMO level = 0.01582 hartree

```
! wB97M-V def2-TZVPD RIJCOSX def2/J DEFGRID3
* xyz 0 1
Cu -0.3482 -0.2959 -1.1232
S 0.7343 1.7787 -1.4664
S 0.9130 -0.8763 0.6065
S -1.8039 -1.0130 -2.5102
P 1.8771 0.4302 -0.5679
O 3.1297 1.0691 0.2031
O -2.0390 0.7635 0.1902
O 2.6543 -0.3102 -1.7491
N -2.3028 -2.5445 -0.3896
N -4.0921 -2.0501 -1.8057
C -1.8018 1.3597 1.4680
C -5.2388 -2.2480 -0.9312
C -2.8723 -3.6539 0.3499
C 3.6935 -2.3485 -0.8279
C -2.5155 3.0332 -0.1302
C -2.7900 -1.9315 -1.4654
C 2.1995 2.9725 1.4837
C 3.1652 0.9445 2.6369
C -2.0287 2.8744 1.3187
C 3.2197 1.8487 1.4156
C -2.9563 1.6211 -0.4921
C 3.8222 -1.1610 -1.7677
C 5.1134 -0.3888 -1.5330
H -3.9765 1.4216 -0.1291
H 2.7521 -2.8714 -0.9927
H -1.1156 3.4403 1.4964
H -2.8980 1.4041 -1.5541
H 4.2177 2.2877 1.3431
H -2.7837 3.2165 2.0265
H -0.7885 1.0915 1.7628
H -6.0634 -2.6314 -1.5292
H 5.9617 -1.0183 -1.8062
H 1.1991 2.5705 1.6498
H -2.5015 0.9285 2.1938
H -4.2913 -1.5297 -2.6448
H -5.0262 -2.9618 -0.1444
H -5.5542 -1.3088 -0.4682
H 3.3978 1.5190 3.5349
H 3.8885 0.1342 2.5387
H -3.3269 3.7536 -0.2296
H 5.2083 -0.1088 -0.4871
H -1.3463 -2.2884 -0.1782
H -1.6929 3.3252 -0.7792
H -3.4583 -4.2956 -0.3076
H 2.1732 0.5074 2.7415
H 5.1271 0.5145 -2.1423
H -2.0524 -4.2454 0.7510
H 3.7324 -2.0204 0.2107
H -3.4944 -3.3259 1.1861
H 2.4499 3.6457 2.3050
H 4.5190 -3.0377 -1.0143
H 2.1908 3.5328 0.5509
H 3.8200 -1.5234 -2.7971
*
```

2.
# C10H20N2SiV

A structure of composition C10H20N2SiV (ωB97M-V/def2-TZVPD, the OMol25 dataset).

gap between HOMO and LUMO (alpha / beta) = 0.2788 / 0.2819 hartree
energy relative to the best compared isomer or geometry (same formula, charge and spin) = 0.926 eV
energy = -47237.8463 eV
expectation value of S² = 3.771
LUMO level (alpha / beta) = 0.01775 / 0.00995 hartree

```
! wB97M-V def2-TZVPD RIJCOSX def2/J DEFGRID3
* xyz 0 4
V -0.6157 0.5778 -1.3814
Si 0.0169 1.8876 1.6201
N -0.0850 0.5167 0.5142
N -0.2358 -1.2817 -0.7071
C -0.0315 -0.8419 0.5900
C 0.0527 3.3683 0.4739
C 0.1515 -1.7179 1.6414
C -1.5098 1.8573 2.7138
C -0.3359 -2.9144 -2.4492
C 0.1907 -3.0871 1.3737
C -0.0066 -3.5131 0.0459
C 1.5981 1.7169 2.6105
C 0.5688 0.4683 -3.2967
C -0.2150 -2.5864 -0.9781
H 0.3125 -3.8194 2.1977
H 0.8052 -0.3028 -4.0726
H -2.3934 2.2582 2.1950
H 0.2910 -1.2842 2.6437
H -1.7745 0.8463 3.0665
H -0.3252 -3.9948 -2.6150
H 1.8178 0.6705 2.8669
H 0.9188 3.3205 -0.2080
H 1.5146 2.3080 3.5358
H -0.8760 3.4775 -0.1139
H -1.3111 2.4994 3.5877
H -1.6216 0.5213 -3.0791
H 2.4610 2.1000 2.0472
H 0.4741 -2.4803 -3.0548
H 1.3757 0.3614 -2.4631
H -1.2867 -2.5502 -2.8512
H 0.1648 4.2236 1.1646
H 0.7277 1.4284 -3.7951
H -0.8489 0.5477 -3.6245
H 0.0308 -4.5815 -0.1988
*
```

3.
# C29H45Br9O17

A structure of composition C29H45Br9O17 (ωB97M-V/def2-TZVPD, the OMol25 dataset).

gap between HOMO and LUMO = 0.2991 hartree
energy = -695985.5759 eV
LUMO level = -0.01413 hartree

```
! wB97M-V def2-TZVPD RIJCOSX def2/J DEFGRID3
* xyz 0 1
Br 0.2026 -0.4317 -3.5947
Br 4.1007 -2.3761 -4.1091
Br -0.1047 2.7409 -3.2496
Br 0.0165 -0.1487 6.6861
Br 7.0967 -2.0886 -3.1967
Br -2.2680 0.9255 -4.9520
Br 1.2865 -1.2206 3.9386
Br 4.6476 -1.7312 -1.1154
Br 1.6915 1.8411 4.8632
O -1.6846 2.9104 4.4290
O 5.8003 1.7858 0.6066
O -2.2333 -4.9903 5.6462
O -2.8926 -2.0527 -3.0974
O -0.3897 0.2030 1.3478
O 7.1716 2.7618 2.0267
O -1.2165 -4.6542 3.6771
O 2.4628 2.6433 -1.2371
O -2.0933 -2.9365 4.7378
O 8.0378 1.6398 0.3067
O -5.3157 -0.7120 -3.0520
O 2.3102 4.6334 -2.1285
O -2.1151 -0.0983 -0.0471
O -1.4368 -2.6268 -1.4984
O 0.6278 3.8479 -0.8364
O -3.1104 -3.9956 -2.0745
O -2.4268 0.1951 2.2155
C 0.1784 0.2375 0.0372
C -2.3920 -2.8882 -2.1736
C 3.7243 2.7288 -1.9433
C -0.7371 -3.4745 1.5265
C -4.3200 -3.8473 -2.7970
C -0.9456 -0.2454 -0.8554
C -3.1116 3.3925 2.6166
C 4.9414 2.1481 1.7252
C 3.5693 4.1732 -2.5584
C -0.5659 -3.5504 3.0427
C 5.3848 -2.7277 -2.6625
C -1.2461 -2.3624 3.7554
C -1.7601 3.2578 3.2689
C -4.2163 -2.7113 -5.0832
C -1.0603 1.0455 -3.4188
C -4.1760 -2.5256 -3.5730
C 4.6538 0.9162 2.5138
C -1.7163 0.1019 1.2609
C 0.5012 0.2970 4.8328
C 7.0946 1.9487 0.9735
C 1.4657 -0.5549 -0.0052
C -1.9219 -4.2781 4.7404
C 1.7146 3.7230 -1.3286
C -6.5967 -0.1328 -1.1014
C 5.8439 3.2257 2.3298
C -5.5179 -0.8804 -1.8466
C 3.8916 1.5974 -2.9513
C -0.5534 3.7188 2.4589
C -4.6479 -1.7189 -0.9486
H -0.4277 -4.3899 1.0199
H 5.5252 0.4085 2.9274
H -0.7848 -1.1999 -1.3725
H -4.9341 -1.7233 -3.2487
H -0.9064 4.4342 1.7209
H 3.8975 0.6330 -2.4467
H 0.3088 1.2929 -0.2106
H 2.0322 -0.3870 -0.9254
H -4.7671 -2.7735 -1.1385
H -0.2169 -2.6354 1.0681
H 4.3405 4.8158 -2.1375
H -5.1257 -3.9334 -2.0688
H -7.3049 0.2253 -1.8500
H 2.1951 -0.1409 0.6954
H -3.6517 4.2282 3.0679
H -3.8251 -1.9174 -5.7089
H -4.4248 -4.6762 -3.5019
H 4.5307 2.6830 -1.2142
H -0.4072 -1.7441 4.1010
H -2.9408 3.8031 1.6191
H -1.9265 -1.7923 3.1237
H 3.0865 1.6470 -3.6875
H 4.1087 2.5973 1.1845
H 0.5206 -3.5478 3.1465
H -3.6566 -3.6475 -5.1891
H 5.7219 3.4025 3.3978
H -3.6205 -1.3882 -1.0540
H -1.7941 -3.3789 1.2659
H -0.2284 2.8033 1.9620
H -6.1757 0.7219 -0.5718
H 4.1145 0.2098 1.8807
H 4.8177 1.6023 -3.5280
H 5.3442 -3.7890 -2.4541
H -7.1343 -0.7775 -0.4070
H 0.1374 4.1626 3.1708
H -0.4328 0.6485 4.4048
H -4.9495 -1.5819 0.0904
H 1.3560 -1.6322 0.1055
H 5.7843 4.2142 1.8702
H 3.7182 4.0157 -3.6256
H -5.2233 -3.0317 -5.3563
H -1.6886 0.8816 -2.5543
H -3.6685 2.4614 2.6702
H 3.9676 1.0977 3.3421
H -0.9352 0.4190 -1.7115
*
```